{"formula": "C49H122N15O25", "method": "ωB97M-V/def2-TZVPD", "elements": ["O", "O", "O", "O", "O", "O", "O", "O", "O", "O", "O", "O", "O", "O", "O", "O", "O", "O", "O", "O", "O", "O", "O", "O", "O", "N", "N", "N", "N", "N", "N", "N", "N", "N", "N", "N", "N", "N", "N", "N", "C", "C", "C", "C", "C", "C", "C", "C", "C", "C", "C", "C", "C", "C", "C", "C", "C", "C", "C", "C", "C", "C", "C", "C", "C", "C", "C", "C", "C", "C", "C", "C", "C", "C", "C", "C", "C", "C", "C", "C", "C", "C", "C", "C", "C", "C", "C", "C", "C", "H", "H", "H", "H", "H", "H", "H", "H", "H", "H", "H", "H", "H", "H", "H", "H", "H", "H", "H", "H", "H", "H", "H", "H", "H", "H", "H", "H", "H", "H", "H", "H", "H", "H", "H", "H", "H", "H", "H", "H", "H", "H", "H", "H", "H", "H", "H", "H", "H", "H", "H", "H", "H", "H", "H", "H", "H", "H", "H", "H", "H", "H", "H", "H", "H", "H", "H", "H", "H", "H", "H", "H", "H", "H", "H", "H", "H", "H", "H", "H", "H", "H", "H", "H", "H", "H", "H", "H", "H", "H", "H", "H", "H", "H", "H", "H", "H", "H", "H", "H", "H", "H", "H", "H", "H", "H", "H", "H", "H", "H", "H", "H", "H", "H", "H", "H", "H", "H", "H", "H", "H", "H"], "coordinates": [[-8.5233, -22.1249, -0.2455], [-9.7945, -17.1958, -2.3595], [-9.9821, -13.4238, -7.7461], [-10.6574, -21.9770, -6.9221], [-4.9618, -24.3241, -4.7447], [-5.2759, -20.6146, -9.8280], [-3.6174, -24.5789, -6.3605], [-10.1005, -23.4518, 0.1063], [-4.1319, -26.2525, -5.2583], [-9.6364, -22.9332, -1.8588], [-6.0637, -13.1422, -2.8902], [-8.2256, -14.5817, -7.8115], [-14.4676, -21.1769, -6.1931], [-6.8132, -20.4239, -11.2125], [-7.0688, -19.8908, -9.0388], [-10.0660, -15.5084, -8.0187], [-10.7608, -24.0388, -6.5473], [-2.0983, -15.5963, -6.5391], [-1.2046, -19.8564, -5.9012], [-8.5732, -26.8770, -5.1435], [-0.7308, -18.9917, -4.0255], [-2.5085, -20.0417, -4.2648], [-10.5489, -18.1381, -4.1306], [-11.1688, -18.8011, -2.3517], [-11.3268, -23.2586, -8.4402], [-4.9793, -17.4523, 2.7446], [-6.4298, -20.3056, -10.0249], [-1.4660, -19.6686, -4.7271], [-6.7179, -19.9937, -5.1958], [-1.6311, -14.8981, -9.4332], [-7.8363, -12.4901, -0.7032], [-9.4157, -22.7970, -0.6545], [-9.4273, -14.5154, -7.8316], [-4.2384, -25.0544, -5.4572], [-10.9219, -23.1108, -7.3046], [-8.3606, -24.8861, -11.6944], [-10.5088, -18.0145, -2.9708], [-0.6218, -23.8234, -2.6634], [-13.5569, -20.0926, -3.8552], [-7.2178, -26.4325, -2.3846], [-7.1813, -24.5486, -10.7605], [-0.6663, -23.3691, -4.1521], [-4.1022, -22.3395, -1.1870], [-12.7396, -21.2422, -4.4671], [-2.8868, -15.5551, -8.8833], [-6.7011, -18.8929, -0.4229], [-7.9483, -21.9842, -4.4012], [-15.4871, -21.8924, -6.8699], [-8.1216, -27.7648, -2.2493], [0.8799, -23.5074, -2.2635], [-5.8012, -26.9236, -2.8955], [-5.3030, -13.4994, -3.9701], [-7.9219, -20.8561, -5.4541], [-13.7140, -22.0438, -5.3376], [-7.6432, -23.6939, -9.5142], [-8.9984, -23.5467, -12.1382], [-3.0009, -17.4895, 4.3383], [-7.9350, -25.6380, -4.7962], [-0.9432, -25.2972, -2.6534], [-1.6404, -22.8956, -1.7784], [-9.2620, -23.7684, -13.5942], [-5.0835, -18.5998, 3.8520], [-7.9248, -25.3987, -3.2513], [-6.8904, -18.5290, -5.6308], [-5.9521, -16.2379, -6.0989], [1.6563, -23.3729, -3.6091], [-3.1127, -23.1587, -2.0179], [-5.1953, -17.9115, 1.3083], [0.6706, -22.7720, -4.5669], [-6.7687, -14.1638, -2.2356], [-3.5016, -16.3701, -10.0150], [-6.5757, -18.5792, 1.0887], [-6.4603, -23.4362, -8.4941], [-3.5499, -16.9045, 3.0213], [-6.0200, -16.2901, 2.9992], [-6.5233, -20.1257, -3.7257], [-6.8521, -21.5695, -3.4185], [-7.2232, -13.8397, -0.7921], [-8.1505, -14.9807, -0.1881], [-8.0682, -24.4987, -14.1454], [-5.6681, -17.5926, -5.4243], [-7.8273, -25.5187, -13.0538], [-4.1824, -18.1536, 4.9368], [-9.4063, -25.8354, -11.0144], [-12.0713, -22.0398, -3.3819], [-5.5435, -20.6486, -5.9563], [-7.1524, -25.8413, -0.9487], [-2.0001, -16.1208, -5.2583], [-2.4732, -16.4179, -7.6556], [-2.7858, -15.6699, -4.6521], [-0.7018, -24.2619, -4.7764], [-4.6957, -19.4504, 3.2916], [-8.9793, -22.0646, -4.0568], [-5.3978, -21.7158, -5.7893], [-6.1318, -18.6453, 4.1474], [-7.9711, -21.1745, -6.4954], [-12.0440, -20.7477, -5.1451], [-5.3903, -27.6149, -2.1599], [-7.0664, -21.6719, -2.3547], [-4.5922, -20.1316, -5.8304], [-12.7257, -22.6757, -2.7857], [-6.8402, -22.7832, -7.7084], [-9.8496, -23.2526, -11.5241], [-7.7409, -12.2370, 0.2699], [-6.6970, -17.9669, -0.9980], [-6.1537, -16.2791, -7.1693], [-8.8042, -12.5324, -0.9888], [-5.6709, -22.8459, -8.9593], [-2.7914, -17.0647, -10.4637], [-1.1083, -14.3111, -8.7991], [-6.1474, -15.0573, -2.1752], [1.2138, -24.1744, -1.4687], [-14.2903, -20.4505, -3.2602], [0.6998, -21.6834, -4.5193], [-5.6782, -15.5544, 2.2712], [-8.2057, -25.6965, -0.7084], [-7.0552, -16.6213, 2.9169], [-8.4815, -27.1612, -6.0559], [-7.6752, -15.9526, -0.0560], [0.0063, -25.6682, -3.0394], [-8.3813, -14.7128, 0.8429], [-15.7733, -21.2589, -7.7094], [-6.5988, -24.9029, -0.9174], [-9.0581, -14.9805, -0.7919], [-5.3085, -17.4196, -4.4099], [-7.6520, -22.8581, -4.9814], [-6.9679, -25.5631, -5.2933], [-3.2601, -24.2140, -1.7884], [0.8606, -22.5858, -1.6817], [-3.5521, -14.7857, -8.4914], [-3.4228, -16.8517, -7.3422], [-8.9904, -25.3540, -3.0261], [-5.8416, -19.4778, -0.7503], [-7.4095, -17.8927, 1.2357], [-6.3209, -13.7156, -0.1933], [-7.2421, -23.8138, -14.3362], [-4.7552, -18.0235, -5.8356], [-6.6144, -26.4932, -0.2604], [-5.9825, -22.1863, -3.6450], [-8.4015, -25.0323, -15.0355], [-3.8591, -18.9450, 5.6131], [-5.7926, -20.6846, -7.0168], [-3.5588, -15.8167, 3.0891], [2.0418, -24.3160, -3.9965], [-5.1341, -22.6723, -1.2996], [-7.5387, -24.3992, -3.0514], [-8.0996, -28.1694, -3.2612], [-7.2319, -19.3859, -3.3535], [-13.2376, -22.7662, -6.0004], [-1.7874, -17.2381, -7.8680], [-9.5667, -22.8684, -14.1283], [-6.8406, -15.8566, -5.5958], [-4.3274, -17.0546, -9.8209], [-8.3143, -24.2264, -8.8402], [-4.9691, -12.5697, -4.4309], [-8.1880, -22.8000, -9.8180], [-5.1531, -15.5182, -5.9209], [-4.6209, -17.4250, 5.6187], [-3.4168, -22.9710, -3.0477], [-5.8303, -16.0300, 4.0406], [-1.1460, -25.5324, -1.6086], [-4.9978, -17.0286, 0.7003], [-6.0774, -27.1499, -3.9254], [-4.3905, -14.0716, -3.8027], [-8.5259, -24.8596, -5.2790], [-7.6384, -19.3911, -0.6707], [-12.9835, -19.4434, -3.3358], [-2.4509, -16.8657, 5.0429], [-4.3225, -18.5602, 1.2335], [-7.3923, -11.7548, -1.2346], [-1.7385, -25.6467, -3.3118], [-6.4750, -23.9183, -11.3007], [-1.8368, -14.2563, -10.1855], [0.8274, -22.9626, -5.6286], [-6.8385, -25.9747, -13.0032], [-7.7776, -28.4122, -1.4427], [-11.3120, -22.6646, -3.8522], [-9.1029, -27.3478, -2.0229], [-8.7987, -20.2579, -5.2062], [-8.2426, -22.7706, -12.0182], [-2.0710, -17.2084, -5.2385], [-10.0960, -24.4592, -13.7187], [-9.0501, -26.8077, -10.6741], [-1.0236, -15.6610, -9.6959], [-5.5222, -19.7972, -3.4466], [-7.8118, -18.1267, -5.2098], [-16.3112, -22.0182, -6.1676], [2.5280, -22.7269, -3.5045], [-6.0930, -24.2012, -7.8100], [-1.5442, -22.7622, -4.3735], [-1.0228, -15.8505, -4.8583], [-6.7522, -25.5175, -10.5052], [-7.0362, -18.6966, -6.6979], [-8.4103, -26.4115, -13.2797], [-1.4826, -23.2110, -0.7470], [-10.2855, -25.8751, -11.6576], [-3.7946, -22.4063, -0.1434], [-5.9630, -13.9477, -4.7128], [-14.3186, -22.6921, -4.7034], [-15.2726, -22.8696, -7.3025], [-9.7355, -25.2916, -10.1290], [-13.9055, -19.5084, -4.6018], [-6.7874, -19.5022, 1.6284], [-2.8130, -17.2095, 2.2782], [-5.1990, -26.0150, -2.9023], [-7.6946, -14.3792, -2.7689], [-2.2266, -18.1416, 3.9340], [-4.2909, -21.3385, -1.5749], [-11.4611, -21.4363, -2.7099], [-3.7966, -15.6768, -10.8026], [-1.3155, -21.8569, -1.8387]], "forces_ev_per_angstrom": [[3.6, 3.0, 1.2], [1.0, 1.3, 0.1], [-0.2, 0.1, 0.3], [0.5, 2.3, 1.0], [-0.9, 0.4, 1.1], [3.1, -0.8, 0.9], [1.6, 1.9, -2.4], [-1.4, -1.1, 2.0], [-0.4, -2.4, 1.3], [0.2, 0.4, -2.3], [-0.8, 1.1, 3.0], [1.6, 0.1, 0.4], [0.6, -0.6, 0.7], [-2.0, 0.4, 0.5], [-1.7, 0.4, -0.5], [-1.3, -1.4, 0.0], [0.3, -2.7, 1.7], [0.5, 1.3, -3.0], [0.7, -0.6, -2.2], [-0.1, -0.6, 1.3], [2.1, 1.1, 1.4], [-3.7, -1.9, 1.6], [1.0, 1.1, -6.8], [-2.9, -2.4, 3.7], [-0.9, -0.9, -2.4], [-0.6, 1.2, 1.5], [0.6, 0.0, -0.7], [0.7, 1.5, -0.6], [1.8, -0.5, -0.5], [-0.4, 0.3, 0.3], [-0.5, -0.4, 0.4], [-1.9, -2.4, -0.9], [-0.1, 1.1, -0.6], [-0.1, 0.3, 0.3], [0.3, 1.3, -0.3], [0.5, -0.6, -0.3], [0.9, 0.2, 2.9], [-0.8, 2.5, -0.7], [0.5, -0.2, -0.6], [0.3, -1.7, 2.0], [-1.2, 0.5, 1.1], [0.0, -0.3, -0.7], [0.0, 0.0, 0.0], [-0.6, 0.2, -0.7], [0.3, -1.1, 1.6], [0.3, 0.1, 0.1], [0.5, 0.5, -1.4], [-0.7, 0.8, -0.1], [0.5, 2.5, -0.8], [-0.9, 0.1, -0.1], [-2.2, 2.5, 0.3], [0.2, 0.4, -2.3], [-1.4, 0.6, 0.3], [0.1, -0.2, -0.5], [1.0, -1.7, 1.2], [0.4, -0.3, 0.0], [0.9, -0.4, -1.6], [0.2, -0.2, -0.8], [1.1, 0.8, 0.7], [0.8, -1.1, 0.1], [-1.4, 0.1, -0.4], [-0.5, 1.1, -1.8], [-0.3, -0.5, -1.9], [0.8, -1.0, -0.6], [-0.3, -0.3, 0.7], [0.4, -0.4, 0.8], [-0.5, 0.0, -1.2], [0.2, -0.8, 1.7], [-0.7, 1.3, 0.1], [-0.6, -0.3, 0.1], [0.4, 0.0, -0.7], [0.2, 0.3, -1.7], [-0.6, 1.5, -0.4], [0.3, 1.0, 0.2], [1.9, -1.5, 0.7], [-0.1, 0.6, -0.2], [0.2, -0.2, 0.5], [1.9, -1.7, -0.4], [0.5, 2.1, -0.1], [-0.1, 0.1, 0.1], [0.4, -0.3, -0.7], [-0.4, -0.6, 0.6], [0.4, -0.2, 2.0], [0.2, 2.0, 0.1], [0.9, -0.1, -0.1], [-0.2, 0.1, -0.9], [-0.1, -0.2, -1.3], [0.2, -0.8, 0.7], [-1.5, 0.4, 1.1], [-0.1, -0.1, 0.2], [-0.7, -0.3, 0.4], [-0.4, -0.3, 0.4], [0.4, -0.2, 0.4], [-0.3, 0.0, 1.1], [0.1, -0.5, -0.3], [0.1, 0.2, 0.1], [0.3, 0.0, 0.2], [-0.4, -0.4, -0.6], [-0.4, -0.2, 0.0], [-0.2, 0.0, 0.4], [-0.2, 0.1, -0.1], [-0.5, 0.5, -0.3], [0.0, -0.4, 0.1], [-0.6, 0.5, 0.4], [0.1, 0.2, -0.1], [0.0, -0.3, 0.0], [-0.7, 0.2, 0.1], [0.3, -0.3, 0.1], [0.5, 0.1, 0.0], [0.0, -0.1, 1.1], [-0.2, -0.3, 0.0], [0.0, -0.8, -0.6], [-0.4, 0.0, 0.1], [-0.2, 0.1, 0.3], [-0.6, 0.3, 0.3], [0.2, 0.2, 0.5], [0.3, -0.1, -0.4], [0.3, 0.6, -0.1], [0.1, 0.1, -0.9], [-0.2, -0.8, 0.4], [-0.3, 0.3, 0.1], [-0.3, 0.0, 0.2], [-0.3, 0.1, -0.5], [-0.1, -0.8, 0.1], [-0.8, 0.0, 0.5], [-0.1, -0.4, 0.6], [0.4, -0.1, 0.5], [-0.3, -0.1, -0.2], [-0.2, 0.5, -0.7], [0.1, 0.2, -0.3], [-0.1, -0.6, -0.3], [0.1, -0.3, 0.8], [-0.1, -0.2, -0.1], [0.2, 0.1, 0.6], [0.1, -0.2, 0.1], [0.1, -0.3, 0.0], [-0.2, -0.3, -0.5], [-0.4, -0.5, -0.2], [0.2, 0.0, 0.1], [0.6, 0.2, -0.2], [-0.3, -0.4, -0.2], [-0.2, 0.7, -0.2], [-0.4, 0.0, -0.4], [-0.2, -0.3, 0.3], [0.1, -0.9, 0.2], [0.3, -0.2, 0.0], [-0.1, -0.3, 0.4], [-0.2, -0.3, 0.6], [0.8, 0.1, 0.2], [0.3, 0.1, -0.1], [0.3, 0.1, 0.1], [-0.2, 0.3, -0.3], [-0.2, 0.5, 0.7], [-0.6, -0.4, -0.6], [0.0, 0.1, 0.1], [0.6, 0.2, 0.1], [0.2, -0.1, 0.0], [-0.6, 0.0, -0.1], [0.3, -0.4, -0.3], [-0.1, 0.6, -0.2], [0.2, -0.5, -0.1], [-0.3, -0.1, -0.2], [1.0, -0.8, 0.2], [-0.2, -0.5, 0.5], [-0.2, 0.4, 0.6], [0.1, -0.2, 0.2], [1.2, 0.0, 0.9], [-0.5, 0.6, -0.3], [-0.3, -0.5, -0.9], [0.6, 0.0, -0.7], [-0.2, 0.7, 0.0], [0.0, -0.3, -0.3], [-0.1, -0.3, -0.9], [0.2, -0.4, 0.2], [0.3, 0.8, 0.6], [0.3, 0.2, -0.3], [-0.2, -0.3, -0.1], [-0.1, -0.4, 0.0], [0.0, 0.4, -0.5], [0.1, -0.1, 0.1], [-0.1, 0.0, 0.1], [-0.4, 0.0, 0.2], [0.5, 0.2, -0.6], [0.4, -0.1, -0.6], [0.1, -0.1, -0.1], [0.0, -0.2, 0.3], [-0.3, -0.1, -0.2], [0.0, 0.0, 0.3], [0.1, -0.9, -1.0], [0.0, 0.0, 0.3], [-0.1, -0.1, 0.1], [0.2, 0.2, 0.2], [-0.1, 0.6, -0.3], [-0.6, 0.2, 0.4], [0.6, -0.1, 0.1], [0.3, -0.3, -0.2], [-0.4, 0.5, 0.2], [0.3, -0.4, -0.1], [-0.7, 0.3, 0.3], [0.8, -0.1, 0.3], [0.0, 0.0, 0.1], [-0.8, -0.2, -0.5], [0.4, 0.2, 0.3], [-0.8, 0.1, -0.6], [0.1, -0.1, -0.3], [0.0, -0.4, -0.5], [-0.1, -0.7, 0.7], [1.0, 0.4, 0.3], [-0.3, 0.3, 0.0], [-0.2, -0.1, -0.1], [0.0, -0.1, -0.6]], "homo_energy_ev": [-9.4403, -9.4403], "energy_ha": -4640.68246, "gap_ev": [4.7945, 2.6018], "spin_multiplicity": 2, "charge": 2}